Entry 1:
The following is a DFT calculation (ωB97M-V/def2-TZVPD) of C3H10N4S in the gas phase.

CARTESIAN COORDINATES (ANGSTROEM)
C  -2.143  -0.922  -0.965
C  -1.274  -0.620  0.298
N  0.118  -0.378  -0.005
C  0.999  0.520  0.526
N  0.945  1.109  1.685
S  -0.472  0.835  2.657
N  2.118  0.783  -0.196
N  2.491  0.471  -1.495
H  -1.813  -1.859  -1.404
H  -2.067  -0.077  -1.678
H  -3.216  -0.997  -0.606
H  -1.367  -1.461  1.033
H  -1.781  0.259  0.676
H  0.488  -0.914  -0.745
H  -0.150  1.783  3.552
H  2.606  1.574  0.172
H  1.645  0.377  -2.047
H  2.874  -0.484  -1.456

Output
* frontier orbital gap: 8.051 eV
* E_HOMO: -7.4 eV
* SMILES string: CCN/C(=N\S)NN
* relative energy (zero: lowest compared OMol25 entry of this formula, charge and spin): 77.57 kJ/mol
* electronic energy: -20066.959 eV

Löwdin population analysis, charges in e, atoms 1 to 8: number 1, C, carries -0.089; number 2, C, carries -0.330; number 3, N, carries 0.035; number 4, C, carries -0.555; number 5, N, carries -0.317; number 6, S, carries 0.696; number 7, N, carries -0.073; number 8, N, carries 0.024

---

Entry 2:
The following is a DFT calculation (ωB97M-V/def2-TZVPD) of 2 unconnected molecules or ions with the total composition C3H10N4S2.

CARTESIAN COORDINATES (ANGSTROEM)
C  0.690  -0.361  -0.690
C  2.648  -0.847  -2.225
C  -3.947  -1.366  2.741
N  1.717  -0.373  -1.498
N  0.382  0.689  0.086
N  0.886  1.837  0.124
N  1.383  2.473  -0.970
S  2.515  -0.850  -3.939
S  -2.436  -0.369  2.615
H  -0.017  -1.280  -0.457
H  3.579  -1.208  -1.965
H  -3.690  -2.376  2.844
H  -4.555  -1.183  1.984
H  -4.487  -1.035  3.638
H  0.965  2.500  0.856
H  1.361  3.475  -0.979
H  1.085  2.169  -1.880
H  -1.873  -0.772  3.872
H  3.794  -1.124  -4.157

Output
* net charge: +2
* frontier orbital gap (spin up / spin down): 8.765 / 3.092 eV
* E_HOMO (spin up / spin down): -16.4 / -14.7 eV
* relative energy (zero: lowest compared OMol25 entry of this formula, charge and spin): 360.12 kJ/mol
* electronic energy: -30881.152 eV

Löwdin population analysis, charges in e, atoms 1 to 8: number 1, C, carries -0.145; number 2, C, carries -0.456; number 3, C, carries -0.298; number 4, N, carries 0.043; number 5, N, carries 0.012; number 6, N, carries -0.052; number 7, N, carries 0.141; number 8, S, carries 0.940

---

Entry 3:
The following is a DFT calculation (ωB97M-V/def2-TZVPD) of a molecular structure, C3H10N5Pb.

CARTESIAN COORDINATES (ANGSTROEM)
C  2.560  1.945  -0.386
Pb  0.222  -2.246  -1.067
N  -2.079  -1.845  -0.624
N  -0.192  -0.114  -2.652
H  -2.106  -0.898  -0.243
H  3.504  1.451  -0.378
H  2.474  2.541  0.531
H  1.753  1.149  -0.435
H  2.499  2.709  -1.188
H  -1.171  0.082  -2.444
H  -0.071  -0.498  -3.609
H  0.354  0.774  -2.575
H  -2.775  -1.958  -1.367
H  -2.371  -2.483  0.126
N  -0.081  -0.721  1.001
C  -0.391  -0.386  2.107
N  -0.911  0.122  3.162
C  -0.636  0.124  4.428
N  -0.581  0.254  5.613

Output
* net charge: -1
* frontier orbital gap (spin up / spin down): 4.124 / 4.033 eV
* E_HOMO (spin up / spin down): -0.9 / -1.1 eV
* relative energy (zero: lowest compared OMol25 entry of this formula, charge and spin): 0.00 kJ/mol
* electronic energy: -15969.759 eV

Löwdin population analysis, charges in e, atoms 1 to 8: number 1, C, carries -0.065; number 2, Pb, carries 0.219; number 3, N, carries -0.174; number 4, N, carries -0.145; number 5, H, carries -0.004; number 6, H, carries -0.008; number 7, H, carries 0.012; number 8, H, carries 0.004

---

Entry 4:
The following is a DFT calculation (ωB97M-V/def2-TZVPD) of 2 unconnected molecules or ions with the total composition C3H10NO.

CARTESIAN COORDINATES (ANGSTROEM)
C  2.757  -0.095  0.287
O  1.868  0.949  0.177
H  3.847  0.194  0.118
H  2.506  -0.991  -0.450
H  2.843  -0.458  1.481
C  -1.381  -1.207  -0.405
N  -0.643  0.052  0.024
C  -1.668  1.186  -0.023
H  -1.888  -1.502  0.593
H  -0.751  -2.100  -0.892
H  -2.105  -0.705  -1.033
H  0.416  0.348  0.116
H  -1.756  1.716  0.955
H  -1.413  1.891  -0.768
H  -2.632  0.721  -0.180

Output
* net charge: -1
* frontier orbital gap: 6.925 eV
* E_HOMO: -2.7 eV
* relative energy (zero: lowest compared OMol25 entry of this formula, charge and spin): 256.14 kJ/mol
* electronic energy: -6808.120 eV

Löwdin population analysis, charges in e, atoms 1 to 8: number 1, C, carries -0.453; number 2, O, carries -0.447; number 3, H, carries 0.015; number 4, H, carries 0.051; number 5, H, carries 0.059; number 6, C, carries -0.185; number 7, N, carries -0.205; number 8, C, carries -0.164

---

Entry 5:
The following is a DFT calculation (ωB97M-V/def2-TZVPD) of 2 unconnected molecules or ions with the total composition C3H10NO.

CARTESIAN COORDINATES (ANGSTROEM)
C  -1.022  0.497  0.070
O  0.088  1.292  0.057
C  -0.885  -0.658  1.051
N  -2.099  -1.464  1.175
H  -1.971  1.054  0.287
H  -1.280  0.010  -0.916
H  -0.142  -1.359  0.651
H  -0.476  -0.314  2.008
H  -2.049  -2.392  1.584
H  -2.895  -0.986  1.583
C  2.556  0.857  -1.521
H  3.458  1.482  -1.467
H  1.794  1.399  -2.075
H  2.103  0.696  -0.538
H  2.820  -0.114  -1.949

Output
* net charge: -2
* ⟨S²⟩: 0.75
* frontier orbital gap (spin up / spin down): 2.062 / 5.674 eV
* E_HOMO (spin up / spin down): 4.8 / 1.0 eV
* relative energy (zero: lowest compared OMol25 entry of this formula, charge and spin): 76.20 kJ/mol
* electronic energy: -6805.144 eV
* multiplicity: 2

Löwdin population analysis, charges in e, atoms 1 to 8: number 1, C, carries -0.579; number 2, O, carries -0.415; number 3, C, carries -0.583; number 4, N, carries -0.175; number 5, H, carries 0.054; number 6, H, carries 0.065; number 7, H, carries 0.043; number 8, H, carries 0.037

---

Entry 6:
The following is a DFT calculation (ωB97M-V/def2-TZVPD) of 2 unconnected molecules or ions with the total composition C3H10NO.

CARTESIAN COORDINATES (ANGSTROEM)
C  1.774  -1.151  0.862
C  1.352  0.169  0.291
C  -0.725  -0.992  -0.551
N  0.109  0.106  -0.438
H  1.023  -1.537  1.543
H  1.891  -1.880  0.063
H  2.719  -1.003  1.372
H  1.288  0.955  1.057
H  2.134  0.557  -0.378
H  -1.784  -0.780  -0.591
H  -0.401  -1.976  -0.257
H  -0.429  0.917  -0.653
H  -2.871  2.455  -1.501
H  -3.437  2.151  -0.140
O  -2.641  2.010  -0.679

Output
* ⟨S²⟩: 0.75
* frontier orbital gap (spin up / spin down): 6.300 / 10.139 eV
* E_HOMO (spin up / spin down): -5.6 / -9.4 eV
* relative energy (zero: lowest compared OMol25 entry of this formula, charge and spin): 0.00 kJ/mol
* electronic energy: -6808.746 eV
* multiplicity: 2

Löwdin population analysis, charges in e, atoms 1 to 8: number 1, C, carries -0.115; number 2, C, carries -0.292; number 3, C, carries -0.073; number 4, N, carries -0.110; number 5, H, carries 0.071; number 6, H, carries 0.075; number 7, H, carries 0.071; number 8, H, carries 0.111

---

Entry 7:
The following is a DFT calculation (ωB97M-V/def2-TZVPD) of 2 unconnected molecules or ions with the total composition C3H10NO.

CARTESIAN COORDINATES (ANGSTROEM)
C  0.721  1.332  -1.783
O  1.394  0.569  -0.680
H  1.491  2.031  -2.232
H  0.607  0.561  -2.537
H  -0.242  1.755  -1.333
H  1.949  1.237  -0.235
C  -0.696  -0.943  1.562
C  -1.555  0.096  1.401
N  0.046  -1.476  0.428
H  -0.345  -1.424  2.482
H  -2.071  0.639  2.119
H  -1.799  0.340  0.339
H  0.592  -2.248  0.690
H  -0.699  -1.803  -0.202
H  0.608  -0.666  -0.019

Output
* net charge: +1
* frontier orbital gap: 11.823 eV
* E_HOMO: -15.1 eV
* relative energy (zero: lowest compared OMol25 entry of this formula, charge and spin): 161.26 kJ/mol
* electronic energy: -6802.639 eV

Löwdin population analysis, charges in e, atoms 1 to 8: number 1, C, carries -0.051; number 2, O, carries -0.184; number 3, H, carries 0.112; number 4, H, carries 0.076; number 5, H, carries 0.104; number 6, H, carries 0.111; number 7, C, carries -0.138; number 8, C, carries 0.097

---

Entry 8:
The following is a DFT calculation (ωB97M-V/def2-TZVPD) of 2 unconnected molecules or ions with the total composition C3H10NO.

CARTESIAN COORDINATES (ANGSTROEM)
C  -1.588  1.189  1.777
N  -1.202  -0.021  1.709
H  -2.216  1.496  2.600
H  -1.338  1.871  0.975
H  -0.586  -0.229  0.830
H  -1.576  -0.643  2.418
C  1.301  -0.670  -0.900
O  -0.106  -0.731  -0.503
C  1.515  0.360  -1.966
H  1.831  -0.444  0.025
H  1.590  -1.695  -1.148
H  -0.573  -1.424  -0.986
H  1.003  1.247  -1.567
H  2.535  0.682  -1.999
H  1.097  0.146  -2.932

Output
* net charge: +1
* frontier orbital gap: 10.565 eV
* E_HOMO: -15.4 eV
* relative energy (zero: lowest compared OMol25 entry of this formula, charge and spin): 108.29 kJ/mol
* electronic energy: -6803.188 eV

Löwdin population analysis, charges in e, atoms 1 to 8: number 1, C, carries 0.141; number 2, N, carries 0.179; number 3, H, carries 0.117; number 4, H, carries 0.121; number 5, H, carries 0.089; number 6, H, carries 0.155; number 7, C, carries -0.240; number 8, O, carries -0.114

---

Entry 9:
The following is a DFT calculation (ωB97M-V/def2-TZVPD) of 2 unconnected molecules or ions with the total composition C3H10NO.

CARTESIAN COORDINATES (ANGSTROEM)
C  -1.397  0.859  -1.740
O  -1.175  1.124  -0.325
H  -2.326  1.325  -2.040
H  -0.603  1.373  -2.279
H  -1.383  -0.206  -1.917
H  -2.028  1.087  0.123
C  1.041  -0.856  1.459
C  0.726  -1.920  0.768
N  1.168  0.459  0.767
H  1.208  -0.796  2.522
H  0.607  -2.909  1.194
H  0.581  -1.828  -0.301
H  1.488  1.183  1.412
H  1.866  0.375  0.028
H  0.227  0.732  0.331

Output
* net charge: +1
* frontier orbital gap: 12.057 eV
* E_HOMO: -15.3 eV
* relative energy (zero: lowest compared OMol25 entry of this formula, charge and spin): 104.20 kJ/mol
* electronic energy: -6803.231 eV

Löwdin population analysis, charges in e, atoms 1 to 8: number 1, C, carries -0.066; number 2, O, carries -0.148; number 3, H, carries 0.093; number 4, H, carries 0.091; number 5, H, carries 0.082; number 6, H, carries 0.113; number 7, C, carries -0.136; number 8, C, carries 0.072

---

Entry 10:
The following is a DFT calculation (ωB97M-V/def2-TZVPD) of 2 unconnected molecules or ions with the total composition C3H10NO.

CARTESIAN COORDINATES (ANGSTROEM)
C  -2.799  0.540  1.144
N  -1.921  0.950  0.325
H  -3.687  0.041  0.777
H  -2.639  0.611  2.214
H  -1.077  1.398  0.679
H  -1.979  0.715  -0.662
C  1.547  0.089  -0.390
O  2.627  0.089  0.493
C  1.169  -1.319  -0.831
H  0.679  0.507  0.166
H  1.619  0.749  -1.262
H  3.363  0.625  0.164
H  0.650  -1.869  -0.044
H  0.406  -1.253  -1.614
H  2.041  -1.871  -1.160

Output
* net charge: +1
* frontier orbital gap: 7.626 eV
* E_HOMO: -13.6 eV
* relative energy (zero: lowest compared OMol25 entry of this formula, charge and spin): 182.43 kJ/mol
* electronic energy: -6802.420 eV

Löwdin population analysis, charges in e, atoms 1 to 8: number 1, C, carries 0.182; number 2, N, carries 0.208; number 3, H, carries 0.131; number 4, H, carries 0.135; number 5, H, carries 0.143; number 6, H, carries 0.166; number 7, C, carries -0.354; number 8, O, carries -0.046

---

Copy entry 6 word for word.
The following is a DFT calculation (ωB97M-V/def2-TZVPD) of 2 unconnected molecules or ions with the total composition C3H10NO.

CARTESIAN COORDINATES (ANGSTROEM)
C  1.774  -1.151  0.862
C  1.352  0.169  0.291
C  -0.725  -0.992  -0.551
N  0.109  0.106  -0.438
H  1.023  -1.537  1.543
H  1.891  -1.880  0.063
H  2.719  -1.003  1.372
H  1.288  0.955  1.057
H  2.134  0.557  -0.378
H  -1.784  -0.780  -0.591
H  -0.401  -1.976  -0.257
H  -0.429  0.917  -0.653
H  -2.871  2.455  -1.501
H  -3.437  2.151  -0.140
O  -2.641  2.010  -0.679

Output
* ⟨S²⟩: 0.75
* frontier orbital gap (spin up / spin down): 6.300 / 10.139 eV
* E_HOMO (spin up / spin down): -5.6 / -9.4 eV
* relative energy (zero: lowest compared OMol25 entry of this formula, charge and spin): 0.00 kJ/mol
* electronic energy: -6808.746 eV
* multiplicity: 2

Löwdin population analysis, charges in e, atoms 1 to 8: number 1, C, carries -0.115; number 2, C, carries -0.292; number 3, C, carries -0.073; number 4, N, carries -0.110; number 5, H, carries 0.071; number 6, H, carries 0.075; number 7, H, carries 0.071; number 8, H, carries 0.111